No. 1
Computed, not measured: CH2ClFP2 in the gas phase at a distorted geometry, with wB97M-V/def2-TZVPD.

Positions of all 7 atoms, in Å:
F -0.334 1.070 2.562
P -1.365 0.028 1.838
P 0.057 -0.148 0.324
C -0.028 -0.153 -1.398
Cl 1.372 -0.305 -2.288
H 1.218 0.317 0.719
H -0.920 -0.809 -1.756

* SMILES: FP=[PH]=CCl
* total energy: -1281.96632 Ha
* HOMO level (spin up / spin down): -7.679 / -7.655 eV
* net charge: 0
* spin multiplicity: 1
* LUMO energy (spin up / spin down): -0.83 / -0.96 eV

***

No. 2
Computed, not measured: a molecular structure, C11H12ClN2O3W at a distorted geometry, with wB97M-V/def2-TZVPD.

Positions of all 30 atoms, in Å:
W 0.335 -2.762 -0.550
N -2.525 -2.794 -0.129
C -2.274 -3.106 1.309
C -0.805 -2.716 1.473
O -0.485 -1.582 0.935
N 0.094 -3.636 1.685
C 1.443 -3.251 2.182
C 1.905 -1.924 1.543
O 2.166 -0.895 2.062
O 1.853 -2.081 0.181
H -3.046 -1.906 -0.203
H -3.163 -3.490 -0.535
H -2.424 -4.171 1.534
H -2.900 -2.510 1.989
H 2.159 -4.070 1.972
H 1.376 -3.147 3.277
Cl -0.199 6.540 -0.659
C 0.138 4.945 -0.967
C 0.492 4.522 -2.283
C 0.767 3.219 -2.542
C 0.635 2.204 -1.508
C 0.748 0.894 -1.838
C 0.319 2.667 -0.173
C 0.086 3.977 0.084
H 0.529 5.260 -3.073
H 1.058 2.909 -3.536
H 0.558 0.050 -1.105
H 1.019 0.602 -2.844
H 0.289 1.946 0.632
H -0.148 4.307 1.086

* total energy: -1287.51465 Ha
* HOMO level (spin up / spin down): -18.980 / -18.980 eV
* net charge: +3
* spin multiplicity: 1
* LUMO energy (spin up / spin down): -14.48 / -14.48 eV

***

No. 3
Computed, not measured: C2H6OS3 in the gas phase at a distorted geometry, with wB97M-V/def2-TZVPD.

Positions of all 12 atoms, in Å:
C 1.786 -1.687 -0.711
C -2.216 1.261 0.922
O -0.350 0.057 -0.605
S 1.257 -0.229 0.259
S 2.620 1.066 -0.072
S -1.304 1.351 -0.631
H 2.593 -2.059 -0.055
H 2.087 -1.400 -1.682
H 0.984 -2.332 -0.958
H -3.019 2.056 0.636
H -1.725 1.574 1.911
H -2.712 0.341 0.986

* total energy: -1349.51891 Ha
* HOMO level: -8.261 eV
* net charge: 0
* spin multiplicity: 1
* LUMO energy: -0.11 eV

***

No. 4
Computed, not measured: 8 unconnected molecules or ions with the total composition C17H49B3F2O10S7, with wB97M-V/def2-TZVPD.

Positions of all 88 atoms, in Å:
C 4.704 2.225 -0.111
C 3.433 1.394 -0.261
C 2.424 1.647 0.847
F 2.482 0.614 1.813
B 0.913 1.798 0.394
O 0.116 2.756 1.021
B -0.358 3.709 0.132
O -0.842 3.225 -1.063
B -0.814 1.845 -1.077
F -1.904 1.177 -1.429
O 0.308 1.159 -0.678
H 5.269 1.933 0.773
H 4.478 3.290 -0.036
H 5.348 2.096 -0.978
H 3.695 0.337 -0.233
H 3.007 1.568 -1.249
H 2.688 2.573 1.366
H -0.280 4.866 0.361
C -5.004 5.616 1.071
S -3.345 5.866 0.431
O -2.463 6.097 1.605
C -3.655 7.472 -0.311
H -5.007 4.681 1.628
H -5.258 6.436 1.742
H -5.705 5.558 0.239
H -4.010 8.158 0.458
H -4.391 7.366 -1.108
H -2.713 7.827 -0.723
C 2.316 0.158 -4.961
S 2.152 -0.261 -3.219
O 3.541 -0.386 -2.702
C 1.577 -1.938 -3.495
H 2.715 1.169 -5.019
H 3.005 -0.544 -5.430
H 1.338 0.120 -5.441
H 2.312 -2.492 -4.075
H 0.622 -1.914 -4.020
H 1.449 -2.406 -2.522
C -0.508 -6.988 -4.337
S -0.563 -5.195 -4.386
O 0.846 -4.721 -4.393
C -1.168 -4.974 -2.709
H -0.099 -7.329 -5.285
H 0.139 -7.314 -3.523
H -1.518 -7.377 -4.207
H -0.468 -5.435 -2.013
H -2.158 -5.421 -2.619
H -1.230 -3.904 -2.521
C 8.735 3.298 2.342
S 8.473 4.280 0.860
O 7.429 3.581 0.072
C 10.049 3.887 0.090
H 7.830 3.370 2.942
H 8.910 2.261 2.057
H 9.581 3.698 2.901
H 10.128 2.807 -0.029
H 10.862 4.274 0.706
H 10.062 4.371 -0.884
C -3.063 5.064 6.310
S -3.395 4.638 4.597
O -4.843 4.268 4.522
C -2.472 3.097 4.620
H -3.597 5.987 6.525
H -3.418 4.262 6.960
H -1.992 5.218 6.436
H -2.862 2.448 5.406
H -1.418 3.317 4.789
H -2.593 2.631 3.644
C -5.646 1.138 5.567
S -5.443 0.750 7.300
O -4.010 1.013 7.610
C -5.616 -1.032 7.143
H -5.507 2.215 5.465
H -4.885 0.611 4.992
H -6.645 0.861 5.228
H -4.861 -1.405 6.452
H -6.620 -1.266 6.788
H -5.464 -1.464 8.130
C -1.355 -10.450 -6.649
S -1.472 -10.816 -4.894
O -0.086 -10.837 -4.366
C -1.983 -12.527 -5.086
H -0.995 -9.428 -6.746
H -0.648 -11.137 -7.112
H -2.341 -10.538 -7.106
H -1.227 -13.064 -5.658
H -2.951 -12.564 -5.585
H -2.067 -12.953 -4.088

* total energy: -4491.22296 Ha
* HOMO level: -8.521 eV
* net charge: 0
* spin multiplicity: 1
* LUMO energy: 0.38 eV